A structure of composition C32H41BrIMoN2O6P2S5 at a distorted geometry. Source: the OMol25 dataset; level of theory: ωB97M-V/def2-TZVPD.

Geometry as XYZ:
```
91
Properties=species:S:1:pos:R:3:lowdin_charge:R:1
C 3.84 1.35 -4.92 -0.740
H -3.82 1.97 -1.82 0.113
H 5.26 -1.73 1.13 0.067
C -0.23 1.39 3.11 -0.276
H 5.07 -0.34 0.05 0.047
I 2.70 0.89 -2.10 1.039
H 1.36 -4.98 3.68 0.091
H 4.75 -4.35 -1.47 0.088
C 0.03 -1.55 4.88 -0.284
C 3.45 -0.94 -4.31 -0.158
H -5.70 -3.46 -2.41 0.080
C -0.31 3.28 4.61 -0.059
H 6.52 -1.35 -0.05 0.090
C 5.44 -1.36 0.12 -0.073
Mo -0.12 -0.35 0.67 0.797
H 4.76 -0.73 -7.42 0.105
O -3.01 -2.11 -0.88 -0.332
C -3.65 1.25 -2.62 -0.299
C -0.39 1.89 4.38 -0.011
H 3.13 -1.84 8.52 0.076
C 4.81 -2.26 -0.92 -0.445
H 3.32 -3.72 4.60 0.084
H -0.03 2.15 -1.24 0.027
C 0.02 3.68 2.27 -0.149
H -5.51 -3.04 -0.70 0.084
H -3.39 -3.93 -1.67 0.120
H 0.19 5.60 1.29 0.121
H 4.65 1.67 -6.87 0.097
S -0.79 -0.39 -1.88 0.228
H -2.66 1.41 -3.04 0.086
H 3.98 -2.41 -5.76 0.107
C 2.39 -2.61 8.30 -0.048
H -4.60 2.26 -4.25 0.078
S -2.65 0.24 0.73 0.407
H 3.09 -1.66 -3.58 0.091
C -3.71 -2.90 -1.87 -0.255
H 0.86 -3.49 2.86 0.042
N -0.25 0.04 2.72 -0.360
C 3.94 -1.35 -5.53 -0.080
O -2.26 -0.65 4.13 -0.280
H 1.76 -2.74 9.17 0.080
P 2.42 -2.33 0.44 -0.106
H 5.41 -4.05 0.14 0.075
C 1.99 -1.26 6.21 -0.038
C 0.02 2.60 -0.26 -0.172
C -4.72 1.34 -3.69 -0.071
C 1.24 -0.92 5.09 -0.075
H -0.59 1.22 5.20 0.110
H 4.98 -1.84 -1.91 0.124
C 1.45 -4.40 2.76 -0.060
Br 3.80 3.21 -4.59 0.710
P -2.58 -0.60 -1.06 -0.142
H 1.03 -4.98 1.94 0.077
C -0.03 2.30 2.04 -0.157
H -0.43 3.64 5.62 0.109
C 4.38 -0.42 -6.46 -0.084
O -3.71 -0.07 -2.05 -0.341
O 3.17 -3.46 1.25 -0.291
H -3.37 -2.63 -2.87 0.115
H -5.54 -1.76 -1.92 0.064
C 0.35 -2.88 6.84 -0.032
C 2.91 -4.11 2.53 -0.418
C 1.57 -2.24 7.09 -0.271
H 3.13 -2.27 3.61 0.039
S 0.59 -2.75 -0.13 0.330
C 5.37 -3.67 -0.88 -0.043
S 2.36 -0.55 1.37 0.310
H -5.72 1.32 -3.25 0.078
C 3.41 0.42 -3.99 -0.733
H 3.46 -5.04 2.43 0.141
C 4.32 0.93 -6.16 -0.139
N 0.01 1.78 0.76 -0.097
H -4.63 0.50 -4.38 0.081
H 1.59 -0.17 4.40 0.093
H 4.62 -3.21 3.50 0.084
H 0.14 4.62 -0.99 0.111
H 6.38 -3.67 -1.29 0.085
C -0.09 4.16 3.60 -0.040
C 3.54 -3.27 3.63 -0.044
C -5.21 -2.78 -1.71 -0.072
S -1.03 -1.11 3.54 0.538
C 0.12 4.53 1.14 0.001
H 2.92 -3.55 8.13 0.083
H 2.94 -0.76 6.38 0.118
O 3.36 -2.30 -0.84 -0.356
O -1.08 -2.21 2.62 -0.367
H -0.05 5.23 3.78 0.111
C -0.43 -2.54 5.75 -0.043
C 0.10 4.00 -0.11 -0.032
H -1.38 -3.02 5.57 0.124
H 0.00 -3.65 7.52 0.117
```

Properties
**Expectation value of S²**: 0.7564
**2S+1**: 2
**Gap between HOMO and LUMO (alpha / beta)**: 6.7 / 6.6 eV